Entry 1:
210
Properties=species:S:1:pos:R:3:mulliken_charge:R:1 method="wB97M-V/def2-TZVPD" e_above_lowest_kj_mol=0.0 total_energy_ha=-3443.1738 smiles=CC1(C)CCCC(C)(C)N1O.CC1(C)CCCC(C)(C)N1O.CC1(C)CCCC(C)(C)N1O.CC1(C)CCCC(C)(C)N1O.CC1(C)CCCC(C)(C)N1O.COC[C@H](C)N.COC[C@H](C)N.COC[C@H](C)N.CCO spin_multiplicity=1 orbital_gap_ha=0.3009
O -14.631 -14.919 9.448 -0.530
O -25.673 -11.460 7.336 -0.538
O -23.448 -13.346 12.191 0.128
O -22.153 -10.349 7.798 -0.646
O -23.649 -17.404 8.170 2.270
O -21.384 -17.040 6.629 -0.692
O -23.667 -19.449 11.664 -0.173
O -28.822 -18.321 11.215 -0.597
O -25.497 -21.346 7.702 -0.400
N -22.757 -18.749 15.153 -0.747
N -26.313 -12.460 6.605 1.052
N -23.925 -12.449 9.484 1.953
N -21.674 -10.027 9.064 1.334
N -26.388 -18.568 8.192 0.740
N -21.484 -18.225 5.900 1.538
N -29.233 -18.246 9.879 1.199
N -15.939 -15.317 9.592 0.612
C -22.059 -8.640 9.489 1.535
C -25.493 -20.319 6.724 0.262
C -30.126 -16.761 7.987 -0.096
C -19.927 -10.183 10.841 -0.945
C -20.368 -10.582 9.331 1.589
C -25.545 -12.984 5.431 1.623
C -28.298 -13.833 6.193 -0.034
C -28.358 -11.301 5.676 -1.911
C -16.039 -14.788 12.031 -1.762
C -20.638 -19.275 6.352 2.114
C -20.223 -8.723 11.234 -0.840
C -23.213 -20.102 10.548 -0.080
C -18.389 -16.425 10.627 -1.306
C -19.141 -18.978 6.370 -1.925
C -21.610 -17.986 4.419 1.497
C -31.476 -19.260 10.597 -1.901
C -26.556 -17.964 6.062 0.059
C -20.455 -12.138 9.424 -1.008
C -22.624 -13.357 13.346 -0.804
C -29.473 -20.593 9.842 -1.708
C -16.709 -13.034 10.344 -2.179
C -21.159 -19.562 7.776 -1.291
C -25.449 -11.944 4.332 -1.814
C -18.156 -14.939 10.692 -0.676
C -17.665 -17.014 9.412 -0.885
C -30.505 -16.124 10.326 -1.838
C -24.115 -13.220 5.883 -2.000
C -21.102 -20.493 4.091 -0.904
C -24.505 -22.313 7.458 -0.602
C -23.302 -18.377 13.875 0.684
C -22.869 -19.406 12.833 -0.994
C -27.778 -12.426 6.595 1.526
C -29.479 -16.859 9.435 1.115
C -22.831 -17.026 4.256 -2.089
C -16.174 -16.701 9.242 1.744
C -15.369 -17.642 10.194 -1.809
C -15.876 -16.879 7.737 -1.931
C -19.259 -10.178 8.353 -1.632
C -23.984 -16.397 9.114 0.614
C -30.761 -19.187 8.207 -1.252
C -28.208 -16.024 9.500 -0.123
C -30.266 -19.268 9.680 1.721
C -26.560 -19.215 6.938 0.238
C -21.451 -7.474 8.701 -1.870
C -16.708 -14.548 10.668 1.890
C -27.736 -14.427 4.918 -1.374
C -31.293 -17.813 7.695 -1.081
C -28.275 -12.164 8.024 -1.534
C -23.642 -8.473 9.460 -1.953
C -20.400 -17.392 3.654 -1.742
C -26.184 -14.360 4.968 -0.333
C -22.614 -15.673 9.166 -2.237
C -24.875 -12.327 10.554 0.647
C -25.926 -13.430 10.537 -1.061
C -20.987 -20.606 5.604 -1.209
C -22.018 -19.335 3.691 -1.112
C -22.911 -16.972 13.469 -1.319
C -24.256 -12.200 11.961 -1.019
C -21.661 -8.368 10.958 -1.165
H -18.103 -16.882 11.574 0.461
H -25.471 -14.303 11.006 0.537
H -22.060 -19.196 2.611 0.404
H -22.487 -15.010 10.022 0.416
H -22.045 -12.449 13.513 0.354
H -23.179 -16.229 14.219 0.403
H -18.327 -10.734 8.458 0.358
H -27.360 -16.497 9.005 -0.498
H -21.435 -21.416 3.617 0.500
H -20.838 -20.529 8.165 0.726
H -19.512 -10.176 7.293 0.301
H -24.111 -17.089 9.947 0.381
H -14.297 -17.457 10.257 0.320
H -21.576 -7.640 7.631 0.393
H -26.196 -13.737 9.526 -0.365
H -31.579 -19.878 8.006 0.540
H -24.068 -8.621 8.468 0.480
H -21.897 -7.380 11.354 0.421
H -30.011 -19.576 7.518 0.216
H -25.545 -20.822 5.758 0.613
H -23.545 -12.370 6.261 0.243
H -27.990 -10.297 5.885 0.328
H -22.248 -19.595 7.737 -0.349
H -24.359 -18.341 14.137 0.413
H -22.970 -21.164 10.578 0.321
H -29.317 -16.731 7.258 -0.292
H -23.647 -17.497 4.804 -0.285
H -22.278 -15.220 8.232 0.176
H -26.758 -18.316 5.050 0.557
H -19.456 -12.537 9.596 -0.573
H -25.352 -11.899 8.127 0.111
H -28.370 -15.066 9.005 -0.414
H -25.544 -17.561 6.077 -0.798
H -29.930 -21.410 9.284 0.420
H -19.776 -18.211 3.296 0.330
H -22.607 -16.015 4.595 0.678
H -26.837 -13.157 11.069 0.679
H -24.773 -12.322 3.565 0.505
H -20.296 -21.423 5.811 0.530
H -20.397 -7.298 8.915 0.272
H -30.641 -15.814 7.823 0.348
H -26.417 -19.272 8.915 -0.010
H -24.186 -13.917 6.718 0.181
H -31.457 -16.654 10.344 0.392
H -22.216 -17.004 7.106 0.059
H -24.606 -23.112 8.192 0.297
H -24.824 -15.740 8.887 0.088
H -15.663 -12.788 10.525 0.581
H -28.384 -20.572 9.786 0.036
H -23.056 -20.428 13.162 0.312
H -25.809 -14.527 3.959 0.485
H -32.171 -17.480 8.249 0.390
H -31.631 -17.984 6.673 0.420
H -20.427 -10.773 11.610 0.259
H -23.212 -11.741 9.591 -0.413
H -29.565 -20.880 10.890 0.484
H -27.958 -18.727 11.108 0.356
H -14.802 -16.871 7.554 0.416
H -21.227 -12.475 10.116 -0.068
H -19.728 -16.715 4.181 0.186
H -20.138 -20.300 3.620 0.390
H -27.268 -18.107 8.373 -1.292
H -24.504 -22.793 6.480 0.330
H -19.458 -16.634 10.674 0.301
H -23.517 -13.735 5.132 0.523
H -21.893 -21.089 5.969 -0.014
H -23.453 -13.287 9.791 -1.524
H -23.552 -21.819 7.649 0.073
H -23.558 -19.056 15.687 0.310
H -30.562 -15.059 10.098 0.403
H -14.992 -14.487 12.024 0.397
H -21.916 -6.495 8.820 0.453
H -18.803 -14.398 10.002 -0.139
H -23.010 -19.644 4.022 0.203
H -18.489 -19.636 6.944 0.418
H -17.256 -12.439 11.076 0.256
H -29.357 -12.180 8.154 0.459
H -20.680 -12.727 8.536 0.696
H -18.932 -9.174 8.625 0.386
H -23.929 -19.847 9.767 -0.206
H -22.287 -19.561 10.351 0.063
H -25.095 -12.085 12.647 0.572
H -28.045 -15.469 4.835 0.596
H -27.526 -19.720 6.938 0.283
H -16.086 -15.843 12.304 0.285
H -22.205 -9.002 11.659 0.131
H -30.384 -16.091 11.409 0.365
H -22.428 -17.970 15.704 0.236
H -27.782 -11.415 8.645 0.310
H -21.830 -19.183 12.592 0.297
H -26.343 -11.743 3.743 0.352
H -21.812 -16.383 9.365 0.219
H -18.450 -14.682 11.710 0.539
H -18.853 -10.364 10.873 0.173
H -18.245 -16.716 8.538 -0.030
H -17.019 -12.723 9.347 0.399
H -31.901 -20.263 10.574 0.430
H -27.898 -15.740 10.506 0.577
H -16.343 -16.030 7.239 0.468
H -28.213 -11.414 4.601 0.305
H -28.011 -13.042 8.614 0.103
H -20.746 -16.811 2.798 0.494
H -18.922 -17.958 6.688 0.108
H -21.834 -16.886 13.322 0.331
H -17.789 -18.095 9.465 0.703
H -23.315 -13.496 14.177 0.272
H -16.358 -17.743 7.279 0.276
H -22.968 -10.818 7.989 0.288
H -24.203 -9.219 10.022 0.176
H -20.784 -18.768 8.422 -0.142
H -29.382 -13.742 6.122 0.801
H -15.470 -18.648 9.787 0.482
H -32.264 -18.522 10.446 0.356
H -23.504 -11.412 12.011 -0.116
H -16.502 -14.168 12.799 0.459
H -24.494 -17.846 8.058 -1.366
H -29.430 -11.204 5.847 0.485
H -15.874 -17.617 11.159 0.357
H -21.966 -14.213 13.193 0.058
H -25.298 -11.384 10.208 0.655
H -14.668 -14.456 8.608 0.337
H -27.223 -17.161 6.375 -0.406
H -25.745 -15.144 5.585 -0.522
H -18.734 -18.944 5.359 0.383
H -23.907 -7.436 9.671 0.497
H -19.465 -8.086 10.779 0.436
H -28.032 -14.612 6.908 -1.139
H -28.300 -13.994 4.092 0.607
H -24.986 -11.035 4.716 0.287
H -23.326 -16.731 12.490 0.113
H -20.023 -8.606 12.299 0.479
H -31.159 -19.044 11.617 0.411
H -24.510 -19.849 6.689 -0.548
H -23.177 -16.839 3.239 0.658

***

Entry 2:
246
Properties=species:S:1:pos:R:3:mulliken_charge:R:1 method="wB97M-V/def2-TZVPD" total_energy_ha=-7635.5937 spin_multiplicity=1 orbital_gap_ha=0.3260
Cl 6.132 1.685 -6.044 -0.223
Cl 7.232 -0.117 -2.296 -0.217
P -0.199 0.379 -8.899 0.844
P 0.111 -0.166 -0.269 -0.657
P 3.848 2.497 6.309 0.056
P -7.455 0.476 -2.366 0.356
P -0.815 -6.907 1.211 1.006
O 1.845 -4.178 5.976 -0.609
O -1.470 0.536 -8.202 -0.620
O -1.679 -5.793 0.776 -0.623
O 0.184 -1.080 -9.389 -0.288
O -8.374 -0.612 -2.752 -0.824
O -1.233 -8.323 0.622 -0.374
O 4.752 1.312 5.668 -0.200
O 4.683 2.286 -0.590 -0.657
O 3.340 5.438 2.958 -0.668
O 1.255 -0.577 -1.288 0.811
O -0.895 0.776 -0.774 -0.280
O -5.994 0.046 -1.855 0.449
O -7.021 1.442 -3.542 -0.191
O -0.742 -7.142 2.778 -0.459
O 0.120 1.294 -10.177 -0.359
O 5.509 -2.867 0.863 -0.713
O -2.126 4.773 -0.427 -0.727
O 4.794 3.431 7.215 -0.342
O 0.872 0.343 1.066 0.308
O 3.156 3.180 5.199 0.229
O 2.998 1.682 7.338 -0.369
O -0.290 1.595 -3.838 -0.616
O -8.053 1.535 -1.326 -0.164
O 1.073 0.785 -7.971 -0.414
O -0.489 -1.567 0.090 0.103
O -2.587 2.426 7.148 -0.493
O -3.021 0.181 3.314 -0.567
O 0.703 -6.806 0.799 -0.402
O 4.222 -3.790 -3.100 -0.502
N 2.694 3.129 -1.270 0.229
N -4.694 -0.066 4.817 0.206
N -3.623 3.229 0.329 0.348
N 2.338 -4.942 -3.778 0.333
N 2.431 -3.061 4.053 0.480
N 7.352 -1.566 1.141 0.319
N 1.246 6.460 2.851 0.155
N -1.221 4.174 6.500 0.500
N -2.425 2.101 -4.421 0.458
C -7.507 1.203 -4.875 -0.327
C -1.482 1.391 -3.740 -0.434
C -4.055 1.847 0.409 -0.323
C 1.677 1.991 7.758 -0.097
C -0.635 1.139 -11.383 -0.188
C 5.752 4.357 6.710 -0.020
C -10.194 0.875 -0.358 -1.218
C 1.066 0.584 -6.556 -0.225
C 3.472 -2.793 3.086 -0.132
C 6.158 -1.851 0.601 0.718
C -5.095 0.199 6.196 -0.960
C -3.480 0.396 4.424 0.340
C -1.974 2.985 -5.497 -0.905
C 1.207 1.782 2.888 1.421
C -1.015 -3.115 -8.836 -1.278
C -5.604 -0.729 3.917 -0.891
C -6.217 -2.460 -1.686 -1.454
C 3.607 -4.806 -3.321 -0.071
C -1.483 2.403 -11.545 -1.127
C 1.679 -5.149 -0.741 -0.516
C 0.129 1.239 1.929 0.252
C 1.593 7.764 3.380 -1.123
C 3.599 2.795 -0.327 -0.269
C 1.267 -2.166 4.045 -0.101
C 2.516 -4.056 4.977 0.056
C -4.339 4.175 1.179 -1.148
C 2.196 -0.324 -6.141 -0.258
C 1.755 -6.229 -4.095 -1.074
C 6.215 0.549 3.825 -0.684
C -2.212 3.588 7.170 -0.188
C -0.178 6.225 2.732 -0.422
C 0.821 0.867 7.208 -0.511
C 2.848 2.739 -2.682 -0.070
C 2.416 -1.352 -0.977 1.430
C -1.773 -1.715 0.688 0.605
C 6.428 0.917 -3.488 0.344
C 1.365 3.619 -0.939 0.074
C -5.412 -1.236 -2.131 0.193
C 1.429 -3.825 -4.045 -0.660
C -8.701 1.113 -0.113 -0.317
C 1.507 -5.628 0.701 -0.135
C -1.569 -6.408 3.674 0.223
C -1.505 -8.609 -0.730 0.051
C -2.559 -7.339 4.376 -1.399
C -7.455 2.567 -5.563 -1.019
C 7.934 -2.443 2.125 -1.067
C 5.883 5.560 7.644 -1.402
C -2.970 -8.294 -1.121 -1.057
C 6.890 0.554 -4.876 -0.406
C -0.570 3.537 5.344 -0.759
C -1.680 -2.588 1.930 -0.374
C 2.137 5.452 2.810 0.955
C 3.516 -0.755 -1.863 -0.191
C 5.774 1.703 4.774 -0.113
C -3.867 1.797 -4.350 -0.604
C 0.206 -2.219 -8.539 0.230
C 8.075 -0.295 0.995 -1.183
C -0.872 5.580 6.692 -1.095
C -2.572 3.639 -0.423 0.259
H -2.001 -0.707 1.051 -0.474
H 1.554 2.039 8.839 0.386
H 1.118 1.535 -6.026 0.392
H 1.277 -0.118 7.301 0.404
H -0.985 -5.927 4.458 0.232
H 6.224 0.844 2.780 0.315
H -6.832 0.525 -5.402 0.221
H 0.415 -3.886 -3.664 0.348
H -2.168 2.825 -1.044 0.306
H -0.393 2.068 1.442 -0.493
H 5.491 -0.237 4.017 -0.138
H 0.508 -2.300 4.808 0.356
H -5.272 4.482 0.705 0.270
H 2.825 3.708 -3.181 0.450
H -2.679 -2.723 2.347 0.505
H -4.449 -1.366 -1.641 -0.045
H -2.339 2.466 -10.865 0.270
H 1.481 8.509 2.587 0.335
H -1.757 -2.965 -8.059 0.298
H 1.376 2.925 7.281 0.064
H -8.611 1.921 0.616 0.355
H 8.306 -1.959 3.032 0.337
H -6.420 2.906 -5.617 0.161
H -2.761 4.342 7.763 0.300
H -1.942 2.534 -12.523 0.389
H -2.155 -8.197 4.920 0.320
H 5.395 2.437 4.057 0.278
H 2.421 -5.840 -1.158 0.376
H 0.735 1.068 6.135 -0.384
H 1.937 -2.940 -3.652 -0.333
H -3.161 -7.841 3.611 0.323
H 0.140 5.915 6.473 0.242
H -2.804 3.377 -6.080 0.371
H -0.693 0.710 2.420 0.113
H -1.267 -9.650 -0.936 0.418
H -0.635 6.853 1.964 0.432
H 3.935 0.168 -1.452 -0.091
H -10.320 0.157 -1.171 0.311
H -1.938 0.514 -3.251 0.536
H -2.906 0.884 5.221 0.018
H -3.762 1.273 -0.476 -0.218
H 0.474 3.837 5.288 0.028
H 0.780 -2.139 3.069 -0.406
H -2.157 -5.672 3.129 0.168
H -4.066 1.312 -3.399 0.027
H 1.343 1.027 3.659 -0.508
H -0.379 5.209 2.390 -0.097
H 2.194 -2.291 -1.496 -1.115
H 6.654 2.113 5.269 0.041
H 8.837 -2.825 1.630 0.364
H -5.808 -3.326 -2.210 0.408
H 0.741 -6.409 -3.755 0.300
H 3.363 3.085 0.705 0.671
H 3.363 -4.721 4.741 0.332
H -4.401 0.742 6.840 0.247
H -5.141 1.807 0.471 0.452
H -0.226 0.777 7.505 0.415
H 6.683 1.921 -3.162 0.382
H 1.449 4.709 -0.890 0.507
H 6.228 5.157 8.598 0.312
H -0.884 -7.929 -1.324 -0.046
H 1.088 -4.803 1.283 -0.083
H -1.152 0.176 -11.418 0.306
H 7.609 0.490 0.400 0.227
H -3.234 -6.879 5.098 0.374
H -1.078 5.947 7.696 0.415
H -3.060 -7.291 -1.535 0.249
H -0.676 -4.153 -8.835 0.372
H 5.374 0.722 -3.315 -0.526
H 2.033 -1.397 -6.201 -0.068
H -5.343 -0.748 6.672 0.368
H 0.622 3.265 -1.650 -0.207
H -6.633 -0.533 4.229 0.386
H 4.906 6.016 7.805 0.351
H -5.520 -1.817 3.905 0.267
H 0.080 1.078 -12.206 0.312
H 4.350 -1.461 -1.797 0.459
H 3.957 -1.871 3.388 -0.255
H 1.173 -2.708 -8.636 0.399
H -7.287 -2.372 -1.848 0.375
H -1.261 3.747 -5.190 0.246
H -3.214 -9.009 -1.910 0.387
H 2.987 -0.044 -6.844 0.380
H -1.259 -3.568 1.717 -0.239
H 0.800 -5.085 -1.372 0.283
H -3.559 1.225 1.159 0.018
H 6.720 3.848 6.727 0.191
H 1.507 -3.690 -5.130 0.584
H -1.531 6.111 5.996 0.414
H -10.645 0.263 0.427 0.371
H -8.097 3.317 -5.108 0.289
H -5.293 -1.283 -3.215 0.317
H -6.080 -2.704 -0.629 0.331
H -1.238 3.858 4.538 1.003
H -5.503 -0.252 2.943 0.192
H 3.690 2.072 -2.822 -0.354
H -1.406 2.374 -6.206 0.126
H -4.464 3.706 2.155 0.359
H -0.690 6.411 3.678 0.062
H -0.615 2.452 5.389 -0.353
H 2.188 1.887 2.432 0.321
H 3.216 -0.620 -2.898 -0.459
H -3.765 5.090 1.310 0.317
H 8.927 -0.564 0.363 0.424
H 2.629 7.785 3.714 0.352
H -7.688 2.505 -6.631 0.408
H 3.969 -5.851 -3.235 0.265
H -5.898 0.944 6.204 0.357
H 0.103 0.200 -6.204 0.389
H 2.563 -0.047 -5.153 -0.267
H 7.958 0.538 -5.091 0.386
H 1.641 4.486 2.602 -0.309
H 2.485 -5.850 1.121 0.374
H 3.076 -2.768 2.068 -0.107
H 1.980 2.144 -2.975 0.071
H 2.597 -1.505 0.085 0.205
H 0.070 -1.926 -7.494 -0.101
H 6.603 6.301 7.309 0.386
H -1.305 -2.884 -9.859 0.302
H -4.352 2.761 -4.494 0.201
H -8.127 0.342 0.405 0.333
H 8.292 0.101 1.982 0.450
H -4.243 1.181 -5.173 0.329
H 5.751 -1.061 -0.042 -0.097
H 7.209 0.219 4.127 0.283
H 0.988 8.136 4.210 0.331
H 4.155 -3.637 3.002 0.430
H 2.337 -4.279 -0.711 0.085
H -1.129 -1.921 2.594 -0.196
H -10.610 1.867 -0.488 0.299
H 1.000 3.274 0.032 -0.490
H -3.695 -8.364 -0.313 0.260
H -8.498 0.756 -4.839 0.485
H 0.810 2.715 3.279 -1.262
H 7.296 -3.234 2.503 0.271
H 5.475 4.590 5.679 0.373
H 2.442 -7.027 -3.801 0.345
H 6.622 -0.441 -5.236 0.280
H 1.859 -6.296 -5.187 0.423
H -0.811 3.148 -11.117 0.290
H -2.533 -1.970 -0.051 0.177
H 1.800 -1.231 4.252 0.030